{
  "formula": "C24H24N2O4",
  "method": "the ωB97M-V functional and the def2-TZVPD basis",
  "gap_ev": 8.32,
  "e_lumo_ev": 0.15,
  "smiles": "CCCc1cc(=O)oc2cc(OCC(=O)NCCc3c[nH]c4ccccc34)ccc12",
  "de_lowest_kj_mol": 31.6,
  "largest_force_ev_per_a": 0.96,
  "spin_multiplicity": 1,
  "symbols": ["C", "C", "C", "C", "C", "C", "O", "O", "C", "C", "C", "O", "C", "C", "O", "N", "C", "C", "C", "C", "N", "C", "C", "C", "C", "C", "C", "C", "C", "C", "H", "H", "H", "H", "H", "H", "H", "H", "H", "H", "H", "H", "H", "H", "H", "H", "H", "H", "H", "H", "H", "H", "H", "H"],
  "xyz": [[-4.41460, -2.78879, 0.87812], [-3.85904, -2.70030, -0.53727], [-4.39921, -1.47687, -1.29420], [-3.92336, -0.19822, -0.67518], [-4.74243, 0.53896, 0.10975], [-4.31743, 1.74891, 0.77959], [-5.00874, 2.43906, 1.48643], [-3.00888, 2.12299, 0.59497], [-2.16718, 1.41607, -0.18640], [-0.86691, 1.90570, -0.28726], [0.06301, 1.23033, -1.05710], [1.36034, 1.58263, -1.20864], [1.93279, 2.57728, -0.38402], [3.42234, 2.28259, -0.13954], [4.11906, 3.05537, 0.48080], [3.83393, 1.12145, -0.66874], [5.09531, 0.49780, -0.35418], [4.92485, -0.56844, 0.74563], [3.78713, -1.48569, 0.43416], [3.81478, -2.62746, -0.31202], [2.55528, -3.15642, -0.41617], [1.68241, -2.36434, 0.27202], [0.31299, -2.48651, 0.47209], [-0.30999, -1.52004, 1.23070], [0.40739, -0.45318, 1.77904], [1.76408, -0.32704, 1.58627], [2.42287, -1.28980, 0.82075], [-0.33324, 0.08503, -1.76538], [-1.61468, -0.38696, -1.67015], [-2.56630, 0.25129, -0.86194], [-5.49911, -2.86942, 0.85983], [-4.01493, -3.66263, 1.38748], [-4.14883, -1.90505, 1.45381], [-4.13600, -3.60038, -1.09048], [-2.76961, -2.65055, -0.49572], [-4.08110, -1.52514, -2.33712], [-5.48979, -1.50202, -1.27138], [-5.76767, 0.25350, 0.28582], [-0.63479, 2.81271, 0.24591], [1.45620, 2.60378, 0.60153], [1.83540, 3.56808, -0.84342], [3.12694, 0.53411, -1.08743], [5.49011, 0.03690, -1.26387], [5.77607, 1.28170, -0.01757], [4.73061, -0.06586, 1.69403], [5.85484, -1.13140, 0.83501], [4.65155, -3.11260, -0.77759], [2.32145, -4.01437, -0.88538], [-0.23748, -3.31725, 0.05453], [-1.37158, -1.58639, 1.41515], [-0.12162, 0.27839, 2.37194], [2.31313, 0.49356, 2.02453], [0.39908, -0.41417, -2.37932], [-1.89133, -1.26764, -2.22634]],
  "forces_ev_per_a": [[0.2, -0.1, -0.1], [-0.2, 0.0, 0.1], [0.1, -0.1, 0.0], [-0.5, 0.3, 0.2], [0.2, -0.3, -0.3], [-0.5, 0.2, 0.4], [0.3, -0.2, -0.2], [0.0, 0.2, 0.2], [0.4, -0.7, -0.6], [0.1, 0.2, 0.0], [-0.5, -0.3, -0.1], [0.0, 0.0, -0.1], [0.2, 0.4, 0.3], [-0.5, -0.1, -0.4], [0.1, 0.3, 0.3], [0.0, -0.4, -0.3], [0.2, 0.1, 0.3], [0.0, 0.1, -0.3], [0.3, -0.2, 0.0], [0.2, 0.2, 0.1], [-0.1, -0.4, -0.2], [-0.1, 0.5, 0.3], [-0.1, -0.1, 0.1], [0.0, -0.2, 0.0], [0.0, 0.2, 0.2], [0.0, 0.0, 0.0], [-0.2, -0.4, -0.2], [0.2, 0.2, -0.1], [0.0, 0.3, 0.1], [0.2, 0.4, 0.2], [-0.1, 0.0, 0.0], [0.0, -0.1, 0.1], [0.0, 0.0, 0.1], [0.1, 0.0, 0.0], [0.1, -0.1, -0.1], [-0.1, 0.0, 0.0], [0.0, 0.0, -0.1], [-0.1, 0.0, 0.0], [0.1, 0.1, 0.1], [0.1, 0.0, -0.1], [0.0, -0.1, 0.1], [0.0, 0.1, 0.1], [0.0, 0.0, 0.1], [0.0, -0.1, -0.1], [0.1, 0.0, 0.1], [0.0, 0.0, 0.1], [0.1, -0.1, -0.1], [0.0, 0.1, 0.1], [-0.1, -0.1, 0.0], [-0.1, 0.0, 0.0], [0.0, 0.1, 0.1], [0.1, 0.1, 0.1], [0.1, -0.1, -0.1], [0.0, -0.1, 0.0]]
}